2 unconnected molecules or ions with the total composition C29H44P in a non-equilibrium geometry, computed with ωB97M-V with the def2-TZVPD basis set.

Bonds (Å) are listed after each position.
CARTESIAN COORDINATES (ANGSTROEM)
1 C -3.73282 -3.81674 -3.44261  C2 1.521, H14 1.091, H15 1.095, H16 1.095
2 C -2.64475 -3.34613 -2.48990  C1 1.521, C3 1.529, H17 1.101, H18 1.100
3 C -2.61254 -1.81713 -2.48574  C2 1.529, C4 1.530, H19 1.101, H20 1.106
4 C -1.45026 -1.24541 -1.67162  C3 1.530, P5 1.830, H21 1.101, H22 1.089
5 P -1.34225 -1.72638 0.09053  C4 1.830, C6 1.838, C10 1.851
6 C 0.16388 -1.37531 1.08447  P5 1.838, C7 1.548, H23 1.095, H24 1.101
7 C 0.84491 -2.68044 1.56271  C6 1.548, C8 1.537, H25 1.101, H26 1.099
8 C -0.03494 -3.58489 2.43987  C7 1.537, C9 1.532, H27 1.102, H28 1.102
9 C 0.74792 -4.79020 2.97113  C8 1.532, H29 1.094, H30 1.097, H31 1.097
10 C -2.65514 -0.69379 0.88773  P5 1.851, C11 1.543, H32 1.103, H33 1.108
11 C -3.15891 -1.21369 2.25043  C10 1.543, C12 1.541, H34 1.100, H35 1.103
12 C -4.22112 -0.27721 2.85860  C11 1.541, C13 1.522, H36 1.096, H37 1.095
13 C -3.69983 1.12037 3.16085  C12 1.522, H38 1.093, H39 1.095, H40 1.094
14 H -3.71164 -4.90334 -3.53517  C1 1.091
15 H -4.71464 -3.50568 -3.07150  C1 1.095
16 H -3.58583 -3.37417 -4.43356  C1 1.095
17 H -2.82460 -3.69628 -1.46214  C2 1.101
18 H -1.66063 -3.73586 -2.78871  C2 1.100
19 H -2.49726 -1.46785 -3.52359  C3 1.101
20 H -3.57825 -1.42229 -2.11900  C3 1.106
21 H -0.50457 -1.53252 -2.15695  C4 1.101
22 H -1.57738 -0.16389 -1.69221  C4 1.089
23 H 0.86778 -0.78011 0.49346  C6 1.095
24 H -0.12434 -0.76181 1.95219  C6 1.101
25 H 1.17057 -3.26238 0.68631  C7 1.101
26 H 1.74511 -2.41656 2.13619  C7 1.099
27 H -0.43472 -3.00342 3.28621  C8 1.102
28 H -0.90516 -3.92925 1.85784  C8 1.102
29 H 0.13945 -5.34518 3.69193  C9 1.094
30 H 1.02329 -5.47204 2.15658  C9 1.097
31 H 1.66712 -4.46540 3.47416  C9 1.097
32 H -2.28500 0.34205 0.97250  C10 1.103
33 H -3.51280 -0.67892 0.18629  C10 1.108
34 H -3.61359 -2.20540 2.10847  C11 1.100
35 H -2.31962 -1.32637 2.95642  C11 1.103
36 H -5.06339 -0.21082 2.16029  C12 1.096
37 H -4.60698 -0.74088 3.77224  C12 1.095
38 H -4.46684 1.71959 3.65888  C13 1.093
39 H -2.81912 1.08368 3.81103  C13 1.095
40 H -3.41971 1.63882 2.23861  C13 1.094
41 C -3.02342 5.49296 -2.30370  C42 1.491, H58 1.091, H59 1.099, H60 1.098
42 C -2.09129 4.37172 -1.99288  C41 1.491, C43 1.401, C57 1.404
43 C -2.32355 3.11601 -2.56980  C42 1.401, C44 1.383, H61 1.092
44 C -1.44198 2.06999 -2.36391  C43 1.383, C45 1.424, H62 1.091
45 C -0.35363 2.17920 -1.45159  C44 1.424, C46 1.451, C56 1.427
46 C 0.59208 1.11122 -1.18880  C45 1.451, C47 1.402, H63 1.087
47 C 1.91200 1.40328 -0.81576  C46 1.402, C48 1.396, H64 1.092
48 C 2.96379 0.49095 -0.71305  C47 1.396, C49 1.430, H65 1.087
49 C 4.26422 0.83821 -0.23057  C48 1.430, C50 1.420, C55 1.426
50 C 5.31784 -0.11075 -0.30323  C49 1.420, C51 1.385, H66 1.095
51 C 6.57011 0.16407 0.22042  C50 1.385, C52 1.403, H67 1.093
52 C 6.83803 1.40304 0.82124  C51 1.403, C53 1.496, C54 1.399
53 C 8.16824 1.65104 1.45917  C52 1.496, H68 1.090, H69 1.097, H70 1.096
54 C 5.83784 2.38161 0.82760  C52 1.399, C55 1.390, H71 1.094
55 C 4.57531 2.12085 0.30808  C49 1.426, C54 1.390, H72 1.087
56 C -0.14742 3.46259 -0.86383  C45 1.427, C57 1.386, H73 1.089
57 C -0.96808 4.53816 -1.16643  C42 1.404, C56 1.386, H74 1.096
58 H -2.68708 6.43147 -1.85951  C41 1.091
59 H -3.13582 5.64786 -3.38632  C41 1.099
60 H -4.02713 5.27160 -1.91628  C41 1.098
61 H -3.17730 2.98187 -3.23652  C43 1.092
62 H -1.55457 1.16935 -2.96983  C44 1.091
63 H 0.39427 0.10208 -1.54172  C46 1.087
64 H 2.18447 2.44667 -0.64085  C47 1.092
65 H 2.83637 -0.53025 -1.06412  C48 1.087
66 H 5.11886 -1.07380 -0.78588  C50 1.095
67 H 7.35859 -0.59188 0.19093  C51 1.093
68 H 8.22813 2.66292 1.85920  C53 1.090
69 H 8.35999 0.95086 2.28135  C53 1.097
70 H 8.98224 1.51403 0.73885  C53 1.096
71 H 6.05515 3.35904 1.26760  C54 1.094
72 H 3.81088 2.89357 0.31926  C55 1.087
73 H 0.69034 3.61089 -0.18342  C56 1.089
74 H -0.71887 5.53276 -0.77894  C57 1.096

Summary:
Net charge: +1
LUMO energy, eV: -5.4873
Gap between HOMO and LUMO, Ha: 0.1538
Energy relative to the best compared isomer or geometry (same formula, charge and spin), kJ/mol: 0.0